[1]
106
Properties=species:S:1:pos:R:3:forces:R:3:lowdin_charge:R:1 method="wB97M-V/def2-TZVPD" total_charge=-2 e_lumo_ev=3.46 orbital_gap_ev=4.217 homo_ev=-0.756
H 8.18652 -2.50874 1.96363 0.4 0.5 0.0 0.0558
H -0.97343 1.27109 7.18039 0.3 0.3 0.7 0.0595
C -5.48277 3.78517 -1.73094 0.1 0.2 0.3 -0.0844
C -0.35459 3.78525 -3.84715 -0.4 -0.6 -0.4 -0.1046
H -7.34629 -2.09509 -2.34598 0.5 -0.3 0.8 0.0607
H 1.71497 3.56790 -4.47250 -0.6 -0.3 0.4 0.1031
H -3.90923 3.45515 4.72261 1.3 -1.0 0.6 0.1103
C -1.22725 3.79562 -2.76365 1.0 0.5 0.9 -0.0523
H -5.21399 1.64851 -1.99034 0.0 -0.2 -0.2 0.0781
C -1.87999 -0.43037 -1.90067 0.1 1.0 4.0 -0.2264
C 0.63417 3.33099 -1.22632 -0.3 -0.5 -1.3 -0.1595
O 5.79731 -2.40758 0.16924 0.8 -1.4 1.0 -0.3710
H 4.27755 3.95855 -0.31503 -0.7 -0.1 -0.3 0.0835
N -4.38615 2.30053 -0.21060 -0.7 -0.3 0.8 0.0573
H -1.51897 3.53727 -0.67414 0.7 0.1 0.2 0.1108
C 7.14171 -2.58319 2.21176 -1.1 -1.3 0.2 -0.0726
C -1.92143 -2.81659 2.36308 1.2 -1.6 -0.6 -0.1771
H -0.09947 -0.78768 -0.79873 0.5 0.1 0.0 0.0593
N -2.23328 -2.42339 1.11416 -0.8 -0.6 0.8 0.0383
H -4.30315 5.31332 1.12888 -0.6 -0.3 -0.8 0.1134
H -5.99758 3.84296 -2.68070 -0.1 0.5 0.0 0.0914
H -2.26304 4.11870 -2.87528 0.2 -0.5 0.0 0.0992
C -1.45246 -5.07378 1.52870 -0.4 0.7 0.4 -0.0805
C 1.52915 3.28579 -2.37579 -2.0 0.3 1.5 -0.0390
C 0.29715 -0.86851 -2.95609 -1.0 -1.0 0.0 -0.0493
C 4.16437 1.80864 1.65167 1.3 0.6 -0.5 -0.0140
C -2.41564 2.52049 6.10298 0.4 -0.6 0.5 -0.1509
C -5.18412 4.86974 -0.87474 -0.3 -0.4 -0.7 -0.0785
H 1.21967 -5.73016 -1.37550 0.0 0.3 0.3 0.0740
N -3.60767 1.85305 2.62160 -0.7 1.3 -0.9 -0.0160
C -0.51629 -0.68365 -1.79300 0.3 -0.1 -1.9 -0.1812
H 4.83759 2.58161 1.21578 0.1 -1.0 0.2 0.0765
H 5.65110 -4.03954 1.46805 -0.4 -0.2 0.5 0.0791
C -2.53962 -0.39262 -3.07959 0.3 -0.8 -1.3 -0.1624
C 5.81951 -1.05009 -2.96969 2.3 0.3 1.0 -0.0945
H 7.04083 -3.16941 3.15997 0.2 0.8 -0.5 0.0829
H -2.52138 3.24695 6.90547 -0.1 0.1 -0.1 0.0711
C 2.03495 -5.40185 -0.71816 0.6 0.0 -0.8 -0.0829
C -5.06491 2.52217 -1.37550 1.3 0.2 1.6 -0.1015
C -4.27130 3.27624 0.71203 -0.8 0.3 -1.3 -0.2009
N -2.29149 -0.56806 3.20707 1.0 -2.8 -0.8 -0.0014
H 4.37956 0.77044 1.33282 0.3 0.7 0.0 0.0854
C -6.47314 -2.31616 -1.69496 -0.4 0.0 -1.5 -0.9841
H -5.43826 5.89093 -1.20290 0.2 -0.5 0.4 0.0962
H 3.69915 -5.46452 -2.19350 -0.1 0.1 0.1 0.1043
H 5.26552 -1.06177 -3.90102 0.0 -0.1 0.0 0.0702
H 5.52043 -0.29920 -0.87519 -0.3 0.0 -1.2 0.1088
H 6.24302 -2.06327 -2.72075 -0.2 1.0 -0.5 0.0915
H 2.78675 -3.91384 -2.13247 0.0 0.0 -0.4 0.0901
C 0.51592 1.90358 0.82543 0.7 -1.8 0.8 -0.3830
H 1.68634 -4.76383 0.11263 0.0 -0.1 -0.7 0.0786
C -3.16112 2.63444 4.92990 -0.4 -0.2 -1.1 -0.0639
O -0.59025 1.37990 0.68297 0.9 1.4 0.2 -0.0152
P 4.17758 -2.59413 -0.08241 -0.1 -1.4 1.3 0.8174
O 4.16522 -1.78863 -1.42117 -0.3 1.0 -1.7 -0.3579
H 4.30117 1.85428 2.72052 -0.2 0.0 0.4 0.0818
Cl -5.59664 -3.63652 -2.60218 -0.2 0.2 0.5 0.5139
H 6.66179 -0.27182 -2.98930 -0.9 -1.2 -0.5 0.0957
F 0.11999 -1.65093 -5.26893 0.6 0.4 -0.1 -0.0286
C 2.80533 2.12700 1.22080 -2.1 -1.2 1.6 -0.3249
H 3.41521 4.90755 0.85211 -0.6 -0.3 -1.3 0.1113
H -3.59120 -0.03271 -3.08496 0.8 -0.6 -0.6 0.0696
C -2.33385 -3.34756 0.13894 -0.1 2.0 -1.1 -0.1413
H 6.61287 -1.61939 2.25690 0.5 -0.3 0.4 0.0764
C -1.82963 -0.95360 -4.15632 0.3 1.7 -1.1 -0.0636
H 1.35083 -1.13405 -2.86609 0.0 0.2 -0.2 0.0710
C -0.42778 -1.06104 -4.15677 -1.2 -0.5 2.0 -0.3066
C 1.67976 1.44760 1.62578 -0.3 0.1 0.8 0.0715
O -4.77131 -0.86136 -0.74804 -2.4 -1.2 -2.1 -0.2620
H 1.64767 0.82000 2.55419 -0.1 0.3 -1.5 0.1368
C -5.57570 -1.06648 -1.74155 1.7 3.3 1.0 -0.7256
C -3.82749 3.13807 2.17339 2.2 -2.6 0.9 -0.4828
Cl -7.01494 -2.86129 -0.09399 0.3 0.2 -0.4 0.5596
O -5.74546 -0.25986 -2.72495 -0.3 -2.5 1.9 -0.0856
H -1.18518 -6.14555 1.60743 0.1 0.9 0.3 0.0989
H -2.29013 -1.00481 -5.12490 -0.3 -0.5 -0.5 0.0789
O -3.49958 4.17003 2.78093 -0.8 0.7 -0.7 -0.0540
C -1.86312 -1.85487 3.52509 0.0 2.8 1.4 -0.4324
C -2.99906 1.69209 3.87905 0.8 -0.6 0.3 -0.2085
C -1.46461 0.40824 5.31587 0.1 0.6 0.4 -0.0514
N 1.05715 2.96230 0.08112 1.5 1.4 -0.6 0.0845
O 4.14118 -4.20516 -0.56910 0.0 0.4 -1.1 -0.3718
C 0.99783 3.50823 -3.63061 0.8 0.5 -0.5 -0.1156
H -0.71723 3.84468 -4.89736 0.2 0.3 1.0 0.1068
C -0.73476 3.58660 -1.43307 -0.2 -0.1 -1.5 0.0223
C -4.60372 4.58167 0.34765 0.4 1.1 0.7 -0.0430
C 3.16223 -4.75544 -1.56229 -0.2 1.0 2.3 -0.2283
O -1.41815 -2.27141 4.64584 -0.7 0.0 -2.1 -0.0719
H -0.88904 -0.49619 5.52838 -0.2 0.5 -0.1 0.0776
C 6.42366 -3.38192 1.11819 -0.6 1.8 -1.0 -0.2639
H 4.20166 0.08743 -2.20184 1.0 -0.3 1.0 0.1290
H 2.79391 4.78242 -0.91328 0.0 -0.3 0.6 0.0815
C -1.54809 1.43541 6.29882 -0.8 -0.4 -2.0 -0.1332
H 2.57758 3.09936 -2.24663 0.2 -0.2 0.0 0.0843
H 2.46956 -6.28887 -0.28368 0.0 -0.4 0.4 0.0550
C -1.92914 -4.63379 0.28618 -0.2 -1.9 0.4 -0.1048
H -2.70200 -2.95631 -0.85060 0.4 -0.3 1.1 0.1162
C -2.15804 0.46708 4.09119 -1.7 1.8 1.6 -0.2392
C -1.45250 -4.15331 2.60103 0.0 0.0 -1.6 -0.0017
N 2.49084 3.09347 0.36318 -2.4 -0.3 -2.4 -0.0738
H 7.07103 -3.97703 0.50411 0.5 -0.3 -0.2 0.1000
Sr -3.11066 0.07304 0.73761 0.7 0.1 -0.5 1.3839
H -0.98511 -4.40255 3.53505 -0.3 0.0 0.4 0.0904
C 4.98018 -0.63089 -1.80093 -2.1 -0.2 0.2 -0.2763
H -2.07714 -5.37319 -0.51241 0.2 0.5 0.2 0.1018
C 3.23204 4.24204 -0.06594 1.5 0.9 1.9 -0.0504


[2]
99
Properties=species:S:1:pos:R:3:forces:R:3:mulliken_spin:R:1 method="wB97M-V/def2-TZVPD" multiplicity=2 total_charge=+1 e_lumo_ev="-4.47 / -4.45" orbital_gap_ev="5.591 / 5.608" homo_ev="-10.056 / -10.057"
C 3.65057 2.40358 -3.79433 -0.3 0.1 0.1 0.0134
C 4.50098 1.07167 0.53514 -0.1 0.1 0.0 0.0021
H -2.47244 -5.36744 -2.09073 0.0 -0.1 0.0 0.0000
C 3.13837 0.93552 0.74413 0.0 0.0 0.1 0.0003
H 6.17012 2.41345 0.58957 0.0 0.0 0.0 0.0004
H -4.60767 2.57064 3.95182 0.0 0.0 0.0 0.0000
H -2.94805 -5.47782 6.05023 0.0 0.0 0.0 0.0000
H -0.93870 2.42222 2.19016 0.0 0.0 0.0 -0.0005
O 0.36081 0.99073 0.63370 0.1 0.0 -0.5 0.0003
H 3.04762 2.56086 -1.77611 -0.1 0.0 0.0 -0.0020
C -2.34812 -4.32065 -1.84701 0.0 0.0 0.0 -0.0001
C 2.86169 2.00143 -2.69189 1.6 -0.3 0.4 0.0278
C 1.11646 2.18694 -3.09889 -1.4 -0.2 -0.9 -0.0186
H -1.89191 -6.03210 0.02531 0.0 0.0 0.0 0.0000
C -3.87765 0.08707 1.74046 -0.1 -0.1 0.0 -0.0002
N 0.57522 4.42398 -2.45188 0.0 0.6 -0.1 0.0008
H -5.61475 -0.51053 0.64655 0.0 0.0 0.0 0.0000
C -3.58118 -4.12151 4.51293 0.0 0.0 0.1 0.0001
Sb -1.20649 -1.79140 1.63292 0.1 0.0 0.6 -0.0021
H -1.01360 -4.93328 1.08792 0.0 0.0 0.0 0.0000
N -0.60459 4.98060 -0.51969 0.1 0.1 0.2 -0.0001
C -2.63919 -4.83011 5.24173 0.0 0.0 0.0 0.0000
C -3.16149 -3.29126 3.48790 -0.1 0.1 -0.1 -0.0002
C -2.18645 0.27890 3.43799 0.0 0.0 0.0 -0.0001
H -0.56274 -5.26094 5.50287 0.0 0.0 0.0 0.0000
N 2.64199 0.60162 -2.50072 -0.4 0.2 -0.2 -0.0582
C 1.36331 -1.15702 -3.71729 0.0 0.1 0.0 0.0001
H -2.48634 1.75534 4.96225 0.0 0.0 0.0 0.0000
H -1.91599 -0.61085 -1.00269 0.0 0.1 0.0 0.0063
H -3.90121 -2.72577 2.93367 0.0 0.0 0.0 0.0001
C 3.15945 0.31827 -4.73854 0.0 0.0 -0.2 0.0125
C -0.86525 -3.87983 3.89716 0.1 -0.1 0.0 0.0006
H -0.29900 3.45291 -4.05946 0.0 0.0 0.1 0.0008
H 0.47098 2.56426 3.27339 0.0 0.0 0.0 -0.0002
C 1.44631 -2.63878 -1.66992 0.0 -0.1 0.1 0.0031
H 2.63327 4.82066 -2.42223 0.0 0.0 0.0 0.0010
C -1.92685 -5.05508 0.50344 0.0 -0.1 0.0 0.0000
C 2.16549 -2.20896 -2.94040 0.0 0.0 0.2 -0.0009
C 2.37728 2.03307 1.17695 0.0 0.1 0.0 -0.0089
C -1.29555 -4.70497 4.93272 0.0 0.0 0.0 0.0001
H 3.32402 -0.47428 -5.45864 0.0 0.0 0.0 -0.0003
C 0.51140 5.33289 0.22273 0.1 0.0 -0.6 0.0010
H 1.16054 -1.46454 -4.74388 0.1 0.0 0.0 -0.0008
H 0.38132 -0.99668 -3.26580 0.0 0.0 0.0 0.0002
C -2.45690 -3.37365 -2.85064 0.0 0.0 0.0 0.0006
C -1.92910 -2.61622 -0.20988 0.0 0.1 -0.1 -0.0006
H 1.16938 -4.46237 4.24862 0.0 0.0 0.0 0.0000
C -2.66398 -0.34117 2.27926 0.2 0.1 -0.1 0.0001
C -1.81435 -3.16063 3.16718 -0.1 -0.1 -0.1 -0.0005
Co 1.46134 0.57488 -1.00561 0.0 -0.4 0.3 1.0603
H -4.26616 -0.05434 -0.38060 0.0 0.0 0.0 0.0000
H 4.58469 1.66029 -5.60602 0.1 0.0 0.0 0.0002
H -1.25554 -0.06173 3.88384 0.0 0.0 0.0 0.0000
F 2.86216 5.71295 0.01349 0.0 0.2 -0.1 -0.0001
H 1.37696 3.97023 -4.34326 0.0 0.0 0.0 -0.0018
O 0.53449 1.89041 -1.96174 0.2 0.0 0.2 -0.0325
H 0.10651 -1.30014 -1.22718 -0.2 -0.4 0.3 -0.0097
H 2.10551 -3.21330 -1.01948 0.0 0.0 0.0 -0.0012
H 2.35377 -3.09919 -3.54116 0.0 0.0 0.0 -0.0007
H 2.68550 -0.06030 0.69258 0.0 0.0 0.0 0.0019
C 1.73680 5.30082 -0.57673 -0.2 0.0 0.0 -0.0009
C -2.02428 -1.66896 -1.23501 -0.1 0.1 0.0 -0.0075
H 4.06677 3.40042 -3.83062 0.0 0.1 0.0 -0.0001
C 0.11126 2.69997 2.25193 0.0 -0.2 0.0 0.0006
H 3.13806 -1.79993 -2.66394 0.0 0.0 0.0 0.0003
C 1.72639 4.85515 -1.83507 -0.1 0.1 0.1 -0.0006
O -1.68477 4.11437 -2.31864 -0.1 0.0 0.0 -0.0004
H -4.24764 -1.60564 0.44826 0.0 0.0 0.0 -0.0001
H -5.49048 1.47513 1.93884 0.0 0.0 0.0 0.0000
C 2.05104 0.19368 -3.74219 0.4 -0.1 0.0 -0.0101
H -2.75382 -5.05050 1.21403 0.0 0.0 0.0 0.0000
C -0.65675 4.47712 -1.81057 0.0 -0.1 0.0 -0.0009
O 1.05348 1.24274 -4.09864 0.2 0.2 0.3 0.0001
C -4.05784 1.76000 3.49440 0.0 0.0 0.0 -0.0001
C -2.28739 -2.03017 -2.54686 0.0 -0.1 0.0 -0.0020
H 4.83887 4.34369 1.36070 0.0 0.0 0.0 0.0000
C 2.99738 3.25778 1.41316 0.0 -0.2 0.1 0.0076
H 0.82172 -4.09941 2.56117 0.0 0.0 0.0 0.0000
H -1.49384 5.01169 -0.03694 0.0 0.0 0.0 0.0000
C 0.68673 3.56067 -3.60720 0.2 -0.1 0.0 -0.0090
C -2.07419 -3.96909 -0.52493 0.1 0.0 0.0 0.0006
C -4.53060 -0.55944 0.54968 -0.1 -0.1 0.0 -0.0001
C -4.54786 1.14524 2.35717 0.0 0.0 0.0 0.0001
H 0.23730 3.76002 2.01318 0.0 -0.2 0.2 0.0003
H 2.42155 4.11199 1.74440 0.0 -0.1 0.1 0.0007
C 0.90853 1.86194 1.31721 -0.1 -0.1 0.3 -0.0039
H 5.08517 0.22268 0.21104 0.0 0.0 0.0 -0.0005
H -2.37394 -1.27417 -3.31510 0.0 0.0 0.0 -0.0001
C 4.36001 3.39036 1.18921 0.0 -0.1 0.0 0.0038
H -2.67464 -3.68306 -3.86290 0.0 0.0 -0.1 0.0001
O 0.45244 5.60412 1.39916 0.0 0.3 0.1 0.0000
C 5.10680 2.30390 0.74992 0.0 0.0 0.0 0.0011
H -4.63344 -4.21008 4.74531 0.0 0.0 0.0 0.0000
C 3.88040 1.47763 -4.81011 -0.2 -0.2 0.2 -0.0033
H 0.99422 -2.78995 3.71786 0.0 0.0 0.0 0.0000
C -2.87081 1.31047 4.05446 0.0 0.0 0.0 0.0000
O 0.99076 -1.51044 -0.88226 0.3 0.5 -0.5 0.0282
C 0.60720 -3.80319 3.59119 0.1 0.0 0.0 0.0001
H 0.56317 -3.24608 -1.88748 0.0 0.0 0.0 0.0020


Number 1: energy -108514.2322 eV. Number 2: energy -108934.6281 eV.